Record 1
89
Properties=species:S:1:pos:R:3 method="wB97M-V/def2-TZVPD" e_homo_ev="-10.10 / -10.10" charge=+1 energy_ha=-3574.3677 s_squared=0.757 orbital_gap_ev="5.941 / 5.804" spin_multiplicity=2
Re -0.175 1.915 -0.194
C 0.633 4.759 0.750
N 0.426 3.991 -0.524
C -0.575 4.766 -1.313
C 1.750 3.960 -1.153
C 2.268 4.994 -1.905
C 3.612 4.956 -2.250
C 4.409 3.918 -1.794
C 3.882 2.874 -1.047
C 2.518 2.861 -0.762
N 1.768 1.861 -0.088
C 2.388 0.832 0.664
C 3.516 0.112 0.284
C 4.042 -0.839 1.146
C 3.445 -1.092 2.371
C 2.266 -0.444 2.711
C 1.722 0.482 1.838
N 0.433 1.139 2.044
C 0.615 2.262 2.994
C -0.526 0.200 2.670
H 0.809 5.803 0.491
H -0.242 4.674 1.384
H 1.520 4.377 1.245
H -0.311 5.824 -1.290
H -0.600 4.410 -2.334
H -1.548 4.639 -0.846
H 1.651 5.827 -2.208
H 4.037 5.750 -2.847
H 5.465 3.909 -2.028
H 4.537 2.096 -0.702
H 3.952 0.259 -0.690
H 4.917 -1.400 0.846
H 3.867 -1.827 3.042
H 1.771 -0.688 3.640
H 0.869 1.869 3.981
H 1.431 2.892 2.652
H -0.303 2.843 3.059
H -0.181 -0.089 3.663
H -1.478 0.703 2.795
H -0.634 -0.688 2.053
C -2.751 4.865 2.467
C -3.314 3.485 2.325
N -4.383 3.179 3.019
C -4.926 1.953 2.917
C -4.452 0.975 2.081
C -5.118 -0.379 2.078
O -4.458 -1.300 2.934
C -3.286 1.278 1.324
C -2.802 0.346 0.354
N -1.723 0.409 -0.376
C -1.800 -0.558 -1.464
C -2.816 -0.383 -2.389
C -2.948 -1.249 -3.460
C -2.048 -2.292 -3.597
C -1.031 -2.479 -2.674
C -0.901 -1.620 -1.588
I -0.014 1.710 -2.837
C -2.691 2.533 1.468
O -1.593 2.898 0.846
H -3.482 5.491 2.969
H -2.502 5.297 1.498
H -1.839 4.858 3.070
H -5.794 1.768 3.538
H -5.224 -0.794 1.071
H -6.126 -0.270 2.475
H -3.613 -1.554 2.549
H -3.449 -0.502 0.148
H -3.478 0.468 -2.288
H -3.736 -1.099 -4.184
H -2.129 -2.974 -4.432
H -0.342 -3.297 -2.794
S 2.681 -6.665 1.353
C 1.908 -5.469 0.548
S 1.586 -3.897 1.251
C 0.902 -3.373 -0.255
N 0.890 -4.260 -1.178
N 1.423 -5.437 -0.724
C 1.488 -6.513 -1.667
C 1.018 -7.766 -1.313
C 1.082 -8.792 -2.244
C 1.600 -8.558 -3.509
C 2.059 -7.294 -3.850
C 2.009 -6.263 -2.926
S 0.350 -1.707 -0.341
H 0.619 -7.938 -0.324
H 0.723 -9.776 -1.976
H 1.647 -9.362 -4.230
H 2.467 -7.111 -4.835
H 2.370 -5.274 -3.174


Record 2
92
Properties=species:S:1:pos:R:3 method="wB97M-V/def2-TZVPD" e_homo_ev=-11.18 charge=+1 energy_ha=-2625.6478 orbital_gap_ev=6.721
C -1.063 -4.106 0.796
C -0.113 -2.869 1.121
O 0.492 -3.006 2.426
C 1.509 -3.969 2.443
N 1.888 -4.238 3.868
C 2.607 -5.390 4.166
C 2.989 -5.761 5.523
C 2.621 -4.862 6.641
C 1.881 -3.644 6.300
C 1.546 -3.375 4.893
H -0.406 -4.929 0.447
H -1.612 -4.424 1.729
H -1.783 -3.737 0.017
H 0.604 -2.629 0.292
H -0.807 -1.980 1.198
H 1.205 -4.962 1.989
H 2.439 -3.662 1.869
H 2.916 -6.094 3.348
H 3.554 -6.687 5.770
H 2.874 -5.042 7.710
H 1.587 -2.902 7.083
H 0.991 -2.420 4.702
C 1.262 1.376 3.722
C 0.362 0.432 3.239
C -0.847 0.840 2.694
C -1.143 2.195 2.634
C -0.254 3.144 3.120
C 0.953 2.729 3.666
N -2.410 2.629 2.034
O -3.173 1.765 1.635
O -2.624 3.825 1.967
H 2.210 1.055 4.142
H 0.605 -0.624 3.284
H -1.541 0.098 2.321
H -0.483 4.202 3.078
H 1.654 3.462 4.045
C 4.807 6.550 8.393
C 5.687 6.121 7.405
C 5.212 5.815 6.138
C 3.856 5.949 5.869
C 2.969 6.370 6.851
C 3.450 6.671 8.118
N 3.355 5.651 4.524
O 4.156 5.266 3.691
O 2.163 5.810 4.313
H 5.182 6.794 9.381
H 6.743 6.027 7.625
H 5.905 5.482 5.376
H 1.911 6.470 6.646
H 2.768 7.004 8.891
C -3.163 -6.161 -5.177
C -2.328 -5.125 -5.577
C -1.354 -4.646 -4.712
C -1.225 -5.215 -3.453
C -2.061 -6.247 -3.040
C -3.033 -6.719 -3.908
N -0.183 -4.726 -2.550
O 0.521 -3.807 -2.933
O -0.072 -5.265 -1.457
H -3.920 -6.538 -5.857
H -2.435 -4.693 -6.564
H -0.711 -3.844 -5.031
H -1.966 -6.689 -2.057
H -3.689 -7.524 -3.600
C 1.458 1.489 -5.729
C 0.641 1.570 -6.850
C -0.358 0.629 -7.051
C -0.532 -0.387 -6.120
C 0.285 -0.481 -5.000
C 1.284 0.463 -4.808
N -1.602 -1.369 -6.316
O -2.287 -1.272 -7.315
O -1.748 -2.230 -5.458
H 2.234 2.230 -5.572
H 0.782 2.371 -7.566
H -0.989 0.702 -7.928
H 0.155 -1.275 -4.275
H 1.925 0.402 -3.937
C -5.446 3.313 -3.958
C -5.509 3.414 -5.343
C -4.365 3.710 -6.071
C -3.163 3.898 -5.401
C -3.092 3.806 -4.017
C -4.241 3.512 -3.295
N -1.947 4.186 -6.168
O -2.048 4.278 -7.379
O -0.904 4.312 -5.552
H -6.341 3.076 -3.392
H -6.451 3.259 -5.855
H -4.425 3.787 -7.149
H -2.157 3.956 -3.492
H -4.197 3.435 -2.215


Record 3
77
Properties=species:S:1:pos:R:3 method="wB97M-V/def2-TZVPD" e_homo_ev=-10.83 charge=+1 energy_ha=-1834.7360 orbital_gap_ev=5.460 relative_energy_kj_mol=7.3
C -0.065 0.934 2.262
C 0.921 -0.145 1.960
C 0.655 -1.445 2.198
O 2.115 0.286 1.481
Si 3.133 -0.309 0.268
C 2.354 -1.653 -0.720
C 1.390 -1.309 -1.678
C 0.537 -2.292 -2.192
C 0.723 -3.635 -1.839
C 1.805 -4.000 -1.035
C 2.628 -3.009 -0.481
C 3.471 1.169 -0.801
C 4.592 1.270 -1.642
C 4.730 2.373 -2.499
C 3.752 3.371 -2.521
C 2.670 3.303 -1.638
C 2.543 2.214 -0.772
C 4.741 -0.924 0.906
C 5.519 -1.805 0.137
C 6.806 -2.164 0.557
C 7.328 -1.613 1.730
C 6.557 -0.723 2.489
C 5.262 -0.379 2.081
H -0.942 0.511 2.769
H 0.346 1.764 2.860
H -0.428 1.367 1.322
H 1.370 -2.250 2.025
H -0.262 -1.634 2.740
H 1.302 -0.273 -2.013
H -0.276 -2.004 -2.861
H 0.032 -4.398 -2.204
H 2.005 -5.051 -0.817
H 3.474 -3.296 0.145
H 5.350 0.484 -1.638
H 5.597 2.446 -3.157
H 3.827 4.200 -3.225
H 1.916 4.090 -1.621
H 1.706 2.180 -0.067
H 5.126 -2.214 -0.796
H 7.395 -2.864 -0.041
H 8.344 -1.868 2.045
H 6.970 -0.285 3.398
H 4.669 0.331 2.662
C -2.688 0.589 -6.265
C -2.509 0.660 -4.777
C -1.423 1.361 -4.225
C -1.222 1.391 -2.848
C -2.153 0.763 -1.970
C -2.089 0.996 -0.563
C -3.205 0.922 0.264
C -3.234 1.311 1.601
C -4.221 0.892 2.532
C -4.169 1.336 3.887
C -5.100 0.901 4.811
C -6.140 0.040 4.429
C -7.146 -0.405 5.437
C -6.222 -0.384 3.095
C -5.280 0.008 2.162
C -3.215 0.006 -2.541
C -3.401 0.003 -3.920
H -3.560 -0.022 -6.513
H -2.839 1.576 -6.719
H -1.799 0.142 -6.731
H -0.733 1.900 -4.878
H -0.398 1.963 -2.409
H -1.159 1.429 -0.207
H -4.160 0.605 -0.193
H -2.476 2.013 1.962
H -3.368 2.024 4.171
H -5.031 1.239 5.848
H -7.887 -1.054 4.965
H -6.644 -0.973 6.227
H -7.656 0.446 5.907
H -7.051 -1.034 2.806
H -5.344 -0.362 1.135
H -3.910 -0.527 -1.893
H -4.256 -0.512 -4.360